No. 1
C19H19F6IN3O4S3 | the ωB97M-V functional and the def2-TZVPD basis

```
! RIJCOSX wB97M-V def2-TZVPD def2/J DEFGRID3
* xyz -1 1
C -5.472 0.185 3.896
N -5.652 -1.125 3.242
C -4.406 -1.903 3.195
C -3.300 -1.146 2.454
C -2.247 -0.520 3.098
C -1.284 0.157 2.403
C -1.306 0.277 1.027
C -2.359 -0.349 0.370
C -3.338 -1.067 1.063
C -4.433 -1.748 0.234
C -3.846 -3.038 -0.476
C -2.613 -3.604 0.232
I -2.161 -5.596 -0.511
S -2.520 -0.251 -1.402
C -1.080 0.683 -1.888
C -0.898 0.881 -3.238
C 0.186 1.579 -3.722
C 1.062 2.109 -2.790
C 0.876 1.910 -1.452
C -0.190 1.173 -0.958
N -0.237 1.029 0.461
H -5.021 0.912 3.204
H -6.468 0.563 4.162
H -4.870 0.065 4.802
H -5.972 -0.927 2.301
H -4.073 -2.198 4.195
H -4.628 -2.800 2.605
H -2.209 -0.605 4.185
H -0.465 0.612 2.961
H -5.265 -2.096 0.846
H -4.800 -1.050 -0.527
H -3.548 -2.774 -1.493
H -4.638 -3.795 -0.471
H -1.704 -3.024 0.075
H -2.771 -3.736 1.306
H -1.615 0.462 -3.943
H 0.306 1.684 -4.795
H 1.924 2.680 -3.130
H 1.588 2.344 -0.753
H 0.615 0.531 0.713
C 8.255 3.165 -2.576
F 8.559 3.916 -3.640
F 9.261 2.296 -2.398
F 8.246 3.973 -1.505
S 6.646 2.310 -2.801
O 6.840 1.473 -3.951
O 5.692 3.373 -2.958
N 6.632 1.570 -1.399
S 5.364 0.670 -1.103
O 5.251 -0.533 -1.877
O 4.136 1.379 -0.871
C 5.883 0.096 0.563
F 6.056 1.120 1.412
F 7.043 -0.574 0.521
F 4.968 -0.720 1.101
*
```

Properties
E_LUMO ... 1.909 eV
Orbital gap ... 7.67 eV

No. 2
C25H41F5P2V | the ωB97M-V functional and the def2-TZVPD basis

```
! RIJCOSX wB97M-V def2-TZVPD def2/J DEFGRID3
* xyz 1 3
V -0.459 1.931 -1.854
C 1.336 0.613 -0.284
C 0.406 1.404 0.578
C -0.001 -0.899 0.862
C 0.990 -0.784 -0.098
C -0.338 0.378 1.316
C 2.821 0.841 -0.371
H 3.184 1.807 -0.011
H 3.234 0.659 -1.377
H 3.308 0.098 0.287
C 1.856 -1.904 -0.485
H 2.484 -1.632 -1.328
H 1.274 -2.784 -0.757
H 2.510 -2.206 0.345
C -0.479 -2.133 1.538
H 0.088 -2.344 2.460
H -0.345 -2.985 0.873
H -1.543 -2.039 1.812
C -1.005 0.575 2.631
H -0.547 -0.129 3.357
H -2.083 0.305 2.605
H -0.911 1.588 3.066
C 0.943 2.502 1.426
H 1.128 2.115 2.458
H 0.249 3.341 1.574
H 1.895 2.941 1.093
C -1.279 2.743 -3.226
C -0.097 3.646 -3.508
C -0.268 5.131 -3.039
C -1.350 5.411 -1.965
C -1.808 4.344 -1.056
C -2.966 3.420 -1.268
C -3.612 3.517 -2.706
C -2.566 3.387 -3.785
H -0.418 5.783 -3.908
H -2.240 5.834 -2.436
H 0.674 5.445 -2.619
H -2.277 4.334 -4.198
H -1.173 1.828 -3.858
H -0.124 3.764 -4.642
H -2.925 2.814 -4.646
H -4.378 2.748 -2.893
H -3.823 3.802 -0.568
H -4.135 4.472 -2.812
H -0.948 6.185 -1.264
H -1.628 4.509 0.012
P 1.499 2.967 -2.862
C 1.844 1.849 -4.227
C 2.575 3.918 -1.770
P -3.434 1.192 0.578
C -2.466 2.028 -0.954
C -3.413 2.645 1.730
C -4.847 0.938 -0.537
H 1.341 0.895 -3.984
H 2.944 1.734 -4.292
H 1.373 2.292 -5.138
H 2.161 4.848 -1.349
H 3.544 4.116 -2.234
H 2.777 3.294 -0.894
H -4.848 1.660 -1.368
H -5.817 0.986 -0.037
H -4.788 -0.052 -1.001
H -2.746 1.244 -1.685
H -1.373 2.237 -0.597
H -3.670 2.266 2.724
H -4.121 3.395 1.425
H -2.399 3.040 1.784
F -1.968 0.215 -3.674
C -1.073 -0.087 -2.594
F 0.120 -0.535 -3.206
C -1.828 -1.306 -1.968
F -2.754 -1.822 -2.828
F -0.886 -2.244 -1.699
F -2.579 -1.087 -0.820
*
```

Properties
E_LUMO (alpha / beta) ... -4.223 / -4.339 eV
Orbital gap (alpha / beta) ... 5.50 / 5.28 eV
Energy above the lowest of the compared OMol25 structures with the same formula, charge and spin ... 196.6 kJ/mol

No. 3
C35H22Co2N3O6 | the ωB97M-V functional and the def2-TZVPD basis

```
! RIJCOSX wB97M-V def2-TZVPD def2/J DEFGRID3
* xyz -1 1
C 5.281 -0.791 2.632
C 4.813 0.536 2.495
C 3.447 0.767 2.385
C 2.613 -0.333 2.277
N 1.226 -0.217 2.208
C 0.340 0.819 2.094
N -0.843 0.219 2.343
C -2.041 0.946 2.349
C -1.957 2.256 2.792
C -3.077 3.055 2.663
C -4.258 2.516 2.103
C -4.270 1.218 1.565
C -3.122 0.428 1.657
C -0.680 -1.154 2.527
C -1.683 -2.243 2.644
C -1.553 -3.542 2.020
C -2.515 -4.547 2.237
C -3.651 -4.271 3.010
C -3.802 -3.032 3.636
C -2.843 -2.030 3.429
N 0.588 -1.426 2.409
C 3.090 -1.652 2.285
C 4.440 -1.888 2.524
H 6.316 -0.933 2.827
H 5.452 1.437 2.514
H 2.983 1.737 2.486
H -1.010 2.608 3.205
H -3.033 4.087 3.037
H -5.143 3.155 2.053
H -5.172 0.820 1.087
H -3.072 -0.546 1.178
H -0.676 -3.744 1.385
H -2.400 -5.537 1.772
H -4.438 -4.995 3.113
H -4.657 -2.807 4.288
H -2.953 -1.028 3.867
H 2.345 -2.454 2.194
H 4.755 -2.897 2.685
O 4.474 5.962 2.363
C 3.299 5.852 2.340
Co 1.608 5.738 2.157
C 1.211 5.891 3.901
O 0.769 6.035 4.968
C 1.344 7.390 1.451
O 1.177 8.473 1.085
C 1.673 4.501 0.605
C 2.811 4.671 -0.380
C 3.164 5.920 -0.918
C 4.174 6.029 -1.895
C 4.874 4.880 -2.285
C 4.641 3.657 -1.625
C 3.629 3.565 -0.656
C 0.747 3.482 0.760
C 0.614 2.055 0.911
Co -0.081 5.044 0.516
C -0.135 6.360 -0.760
O -0.257 7.264 -1.469
C -0.772 6.009 1.888
O -1.479 6.508 2.664
C -1.388 4.157 -0.267
O -2.112 3.388 -0.728
H 2.575 6.788 -0.692
H 4.379 6.990 -2.373
H 5.691 4.935 -3.019
H 5.193 2.751 -1.895
H 3.373 2.614 -0.191
H 0.163 1.616 -0.070
H 1.609 1.594 1.100
*
```

Properties
E_LUMO ... 2.285 eV
Orbital gap ... 4.27 eV
Energy above the lowest of the compared OMol25 structures with the same formula, charge and spin ... 302.9 kJ/mol

No. 4
C8H17N3 | the ωB97M-V functional and the def2-TZVPD basis

```
! RIJCOSX wB97M-V def2-TZVPD def2/J DEFGRID3
* xyz 2 1
C -11.114 1.346 -0.233
C -11.495 2.173 0.704
C 8.056 0.626 0.255
C 10.367 0.999 0.695
C 8.465 -0.387 -0.839
C 10.856 -0.291 0.046
C -10.670 0.986 -1.507
C -10.548 -1.447 0.465
N 9.176 1.288 0.843
N 9.680 -1.162 -0.314
N -10.843 -2.341 1.308
H 7.506 1.284 -0.299
H 7.572 0.078 0.989
H -11.793 3.102 0.416
H 11.220 1.607 1.150
H 7.550 -0.944 -1.170
H 8.681 0.039 -1.792
H 11.411 -0.065 -0.900
H 11.418 -0.871 0.929
H -11.387 0.308 -1.919
H -9.906 0.262 -1.542
H -10.472 1.875 -2.002
H -9.471 -1.561 0.144
H 9.603 -1.757 0.532
H 9.844 -1.911 -0.971
H -11.871 -2.395 1.552
H -10.211 -2.942 1.741
H -11.622 2.104 1.719
*
```

Properties
E_LUMO ... -6.695 eV
Orbital gap ... 7.29 eV
Energy above the lowest of the compared OMol25 structures with the same formula, charge and spin ... 431.1 kJ/mol

Values of F_max, in order: 0.0295 0.1219 0.1006 0.0914, all in Eh/bohr.